1.
9
Properties=species:S:1:pos:R:3:forces:R:3:nbo_charge:R:1 method="wB97M-V/def2-TZVPD" e_lumo_ev=-2.1274 homo_ev=-8.75 e_tot_ev=-7942.0439 gap_ev=6.6 fmax_ev_per_a=3.91 relative_energy_ev=5.080
C 1.809 -0.074 -0.101 -0.1221 0.4037 0.2049 0.2466
C -0.349 -1.231 1.214 1.4045 3.2263 1.7003 0.3781
C 0.597 0.607 -0.171 -1.7154 1.0189 -0.6667 -0.2140
C -0.344 1.559 -0.400 -1.1723 -2.0964 0.8873 -0.1734
C 0.478 -0.834 0.105 -0.7452 -2.5377 -2.4908 -0.6217
F -0.861 -2.369 1.077 -1.0929 -2.5459 -0.9177 -0.2968
H -1.466 1.309 -0.331 1.9861 0.0888 -0.2312 0.2164
H -0.167 2.577 -0.564 0.7100 1.3331 -0.1575 0.2041
H 0.304 -1.544 -0.828 0.7473 1.1091 1.6714 0.2606

=====

2.
17
Properties=species:S:1:pos:R:3:forces:R:3:nbo_charge:R:1 method="wB97M-V/def2-TZVPD" smiles="O=C(O[S@@](=O)([O-])=C(F)F)n1ccnc1" e_lumo_ev=3.5384 homo_ev=-4.65 e_tot_ev=-32673.1244 total_charge=-1 gap_ev=8.2 fmax_ev_per_a=4.06 relative_energy_ev=0.000
O -0.455 2.318 0.588 -0.0575 0.3130 0.5442 -0.5828
C -0.436 1.264 0.020 2.6466 1.7563 0.7457 0.8994
O -1.318 0.875 -0.826 -3.1898 -1.9689 -1.5651 -0.6925
S -1.893 -0.712 -0.366 0.1889 -1.4354 -2.9046 2.1018
O -3.151 -0.924 -1.085 1.3944 0.5966 0.6667 -0.9131
O -0.762 -1.592 -0.754 -2.4053 1.2142 1.2599 -0.9194
C -1.835 -0.222 1.400 0.7355 1.3714 -0.1022 0.1304
F -2.158 -1.337 2.041 -0.4169 -1.5948 1.2045 -0.3656
F -2.898 0.643 1.654 0.2381 -0.3843 -0.4854 -0.3849
N 0.792 0.557 -0.140 1.3057 -0.8223 1.5857 -0.4305
C 1.339 -0.023 -1.257 0.5877 0.3934 0.3957 -0.0559
C 2.550 -0.497 -0.867 2.5076 -0.2243 -2.0903 -0.1134
N 2.759 -0.302 0.439 -0.3631 0.5147 2.3537 -0.4805
C 1.693 0.316 0.898 -0.2391 -0.3973 -2.1945 0.1883
H 0.874 -0.041 -2.195 -0.6116 0.1540 -0.9049 0.2219
H 3.506 -0.782 -1.447 -2.2572 0.0448 0.4883 0.1936
H 1.395 0.460 1.895 -0.0639 0.4688 1.0025 0.2034

=====

3.
18
Properties=species:S:1:pos:R:3:forces:R:3:nbo_charge:R:1 method="wB97M-V/def2-TZVPD" smiles="N[C@H](C(=O)[O-])C(F)(F)C(F)(F)C(F)(F)F" e_lumo_ev=3.5955 homo_ev=-4.70 e_tot_ev=-29843.6321 total_charge=-1 gap_ev=8.3 fmax_ev_per_a=0.67 relative_energy_ev=0.000
N -0.792 1.465 1.420 0.1958 -0.1005 -0.2164 -0.8151
C -0.636 1.300 -0.033 0.0766 0.4201 0.5125 -0.2329
C -1.998 0.904 -0.703 0.1137 -0.1163 -0.2849 0.7449
O -2.241 1.525 -1.748 -0.0318 0.3023 -0.3688 -0.7581
O -2.650 0.043 -0.110 -0.3458 -0.3607 0.4098 -0.7455
C 0.506 0.353 -0.310 0.0418 0.0063 -0.3071 0.6413
F 0.878 0.447 -1.625 -0.0494 0.0062 0.3545 -0.3286
F 1.613 0.741 0.426 -0.1209 0.0210 -0.1164 -0.3581
C 0.304 -1.158 -0.035 0.0435 -0.0802 -0.0881 0.5634
F -0.236 -1.375 1.174 -0.0177 -0.0062 -0.0942 -0.2903
F -0.479 -1.681 -1.001 0.0520 0.0169 0.2370 -0.2960
C 1.616 -1.992 -0.066 -0.0577 -0.0564 -0.0748 0.9201
F 2.235 -1.890 -1.243 0.0293 -0.0417 -0.0648 -0.3123
F 1.314 -3.287 0.131 0.0197 0.0819 -0.0421 -0.3194
F 2.478 -1.634 0.885 0.0310 -0.0788 0.1613 -0.3111
H 0.017 1.952 1.785 0.0192 0.0899 0.0517 0.3412
H -1.598 2.055 1.566 -0.1443 -0.0995 0.1152 0.3622
H -0.332 2.233 -0.512 0.1448 -0.0043 -0.1843 0.1943

=====

4.
9
Properties=species:S:1:pos:R:3:forces:R:3:nbo_charge:R:1 method="wB97M-V/def2-TZVPD" smiles=C#CC#N.C#C e_lumo_ev=0.2923 homo_ev=-10.57 e_tot_ev=-6718.2983 gap_ev=10.9 fmax_ev_per_a=2.98 relative_energy_ev=2.425
C 1.779 1.801 -1.111 0.6446 1.1440 -0.4075 -0.0836
C 2.406 0.907 -0.626 -0.5958 0.1609 0.2531 -0.1343
C 2.854 -0.085 0.192 0.2623 -1.0011 0.1897 0.2179
N 3.158 -0.967 0.863 0.2346 -0.0487 0.1598 -0.2431
H 1.587 2.781 -1.491 -0.5043 -0.2566 -0.1915 0.2458
C -0.731 -1.091 0.069 0.0737 0.8112 1.3720 -0.2529
C 0.069 -1.954 0.388 -1.9763 1.6467 -1.5113 -0.2283
H -1.387 -0.181 0.099 1.0358 -1.6320 -0.2811 0.2468
H 0.652 -2.801 0.217 0.8254 -0.8243 0.4169 0.2317

=====

5.
9
Properties=species:S:1:pos:R:3:forces:R:3:nbo_charge:R:1 method="wB97M-V/def2-TZVPD" smiles=C#CC#C.C#N e_lumo_ev=0.9592 homo_ev=-9.17 e_tot_ev=-6718.1069 gap_ev=10.1 fmax_ev_per_a=4.61 relative_energy_ev=2.616
C 0.776 0.685 -2.004 -1.6396 -0.1403 2.1177 -0.2276
C 0.004 0.600 -1.075 1.2381 0.1373 -1.2703 0.0260
C -0.966 0.679 -0.114 -3.1083 1.3729 0.4533 -0.1072
C -2.029 1.035 0.384 1.1902 -0.6671 -0.2784 -0.1723
H 1.378 1.007 -2.773 1.0471 0.0855 -1.2285 0.2252
H -2.980 1.292 0.844 0.8597 -0.2480 -0.2369 0.2437
C 1.266 -1.748 1.580 2.8404 -3.0322 2.0003 0.0873
N 0.552 -1.035 1.060 -0.4168 0.3364 -0.1500 -0.3328
H 1.998 -2.516 2.097 -2.0109 2.1555 -1.4072 0.2577

=====

6.
9
Properties=species:S:1:pos:R:3:forces:R:3:nbo_charge:R:1 method="wB97M-V/def2-TZVPD" e_lumo_ev=-1.9171 homo_ev=-10.64 e_tot_ev=-6717.5509 gap_ev=8.7 fmax_ev_per_a=4.61 relative_energy_ev=3.172
C -0.093 -0.207 -1.067 -1.1228 -0.7362 0.4634 0.0708
C -0.422 0.451 -2.139 -0.5561 -1.5072 1.8136 -0.4381
C -0.127 1.137 -3.113 0.7084 2.3504 -3.5085 0.1644
C 0.121 0.508 0.241 -1.3491 -3.9669 1.9282 -0.5786
C 1.164 1.443 0.288 0.6501 0.7518 -0.2630 0.2616
N 2.089 2.104 0.341 0.7559 0.7607 0.0713 -0.2642
H -0.155 -1.319 -1.076 0.3471 0.8438 0.2232 0.2273
H -0.867 0.886 0.675 1.3720 -0.5325 -0.6233 0.2936
H 0.494 -0.420 0.852 -0.8056 2.0361 -0.1049 0.2631

=====

7.
9
Properties=species:S:1:pos:R:3:forces:R:3:mulliken_charge:R:1 method="wB97M-V/def2-TZVPD" smiles="C1=C2CC=NC=12" e_lumo_ev=-0.3345 homo_ev=-8.33 e_tot_ev=-6716.8461 gap_ev=8.0 fmax_ev_per_a=3.71 relative_energy_ev=3.877
C 2.129 0.976 0.079 0.0497 -1.1059 -0.2735 -0.6753
C 0.757 0.861 -0.132 1.5510 -2.1004 1.4190 0.2440
C -0.675 0.569 -0.028 0.0662 1.3807 -2.3777 -0.2507
C -0.636 -0.930 0.039 0.3995 -2.1913 -0.9359 -0.1015
N 0.562 -1.451 0.026 -0.9805 -0.1423 0.3221 -0.5204
C 1.456 -0.374 -0.031 -0.5064 3.6517 -0.3928 0.3901
H -1.088 0.857 0.920 -0.5137 0.9848 0.2625 0.2663
H -1.037 1.177 -0.974 -0.5891 -1.7060 1.9557 0.2788
H -1.468 -1.684 0.102 0.5232 1.2287 0.0204 0.3686

=====

8.
9
Properties=species:S:1:pos:R:3:forces:R:3:nbo_charge:R:1 method="wB97M-V/def2-TZVPD" e_lumo_ev="-1.4742 / -1.4722" homo_ev="-8.50 / -8.39" e_tot_ev=-6715.6545 gap_ev="7.0 / 6.9" fmax_ev_per_a=4.54 relative_energy_ev=5.069
C 0.515 0.356 1.306 1.8460 2.4384 -1.7553 0.0997
C 0.697 1.199 0.251 -0.9322 -3.0371 3.2442 -0.1214
C -0.764 -1.045 0.769 -0.8340 0.1849 -1.7917 0.3208
C -0.038 0.598 -0.895 1.0636 -2.3475 0.8132 -0.3098
C 0.110 -0.847 1.856 -0.3447 2.6939 -1.3159 -0.3415
N -0.972 -0.566 -0.339 -0.0724 -1.1902 0.1842 -0.3921
H -0.796 1.149 -1.303 -2.0095 2.2585 -0.3729 0.2427
H 0.449 0.304 -1.835 0.6675 -0.2603 0.4597 0.2415
H 0.302 -1.415 2.717 0.6157 -0.7407 0.5344 0.2600

=====

9.
11
Properties=species:S:1:pos:R:3:forces:R:3:nbo_charge:R:1 method="wB97M-V/def2-TZVPD" smiles=CC(C#N)(C#N)C#N e_lumo_ev=-0.8277 homo_ev=-12.26 e_tot_ev=-9699.0028 gap_ev=11.4 fmax_ev_per_a=12.86 relative_energy_ev=3.817
C -0.368 -0.267 1.095 -0.9490 -1.8381 -0.9862 -0.5579
C 0.234 0.143 -0.240 -0.2701 -3.0120 -1.8906 -0.3235
C 1.598 -0.490 -0.510 5.9980 -10.2809 1.5454 0.2666
N 2.392 -1.553 -0.408 -7.3094 10.5079 -1.1996 -0.2134
C 0.194 1.545 -0.250 -0.5876 5.8458 -1.9023 0.2499
N -0.014 2.690 -0.422 0.7853 -3.1882 0.8936 -0.2025
C -0.859 -0.409 -1.217 3.5820 1.5878 1.5701 0.2817
N -1.737 -0.716 -1.858 -1.6379 -0.7457 -1.1960 -0.2527
H -0.177 -1.481 1.109 -1.2580 3.2609 0.6361 0.2645
H -1.419 0.227 0.869 1.5626 -1.8472 1.6409 0.2549
H 0.156 0.311 1.832 0.0843 -0.2904 0.8886 0.2324

=====

10.
11
Properties=species:S:1:pos:R:3:forces:R:3:nbo_charge:R:1 method="wB97M-V/def2-TZVPD" smiles="[H]/N=C(C#N)/C(C#C)=N/[H]" e_lumo_ev=-1.2101 homo_ev=-10.77 e_tot_ev=-9699.1091 gap_ev=9.6 fmax_ev_per_a=4.96 relative_energy_ev=3.711
H 0.731 -0.162 -2.968 -0.1807 0.0949 0.1655 0.3571
N -0.123 -0.130 -2.401 0.2101 1.0516 1.1100 -0.4555
C 0.135 0.195 -1.183 -0.6238 -3.4053 -1.4348 0.1236
C 1.511 0.151 -0.685 2.8632 2.0671 -0.8449 0.1888
N 2.656 0.406 -0.642 -2.4331 -0.9767 0.2724 -0.2398
C -0.867 0.017 -0.080 1.5245 3.0742 3.5754 0.2104
C -0.077 -0.181 1.266 -2.0061 -1.1212 -1.3571 -0.1317
C 0.127 -0.565 2.390 0.1276 0.1834 -0.2019 -0.1695
N -2.007 0.569 -0.010 0.0823 -0.7882 -1.0487 -0.4939
H -2.413 0.586 0.928 0.3073 -0.2828 -0.1792 0.3655
H 0.327 -0.886 3.386 0.1287 0.1030 -0.0566 0.2450